Record 1
17
Properties=species:S:1:pos:R:3 method="wB97M-V/def2-TZVPD" orbital_gap_ev=8.935 de_lowest_ev=4.4161 total_charge=+1 lumo_ev=-5.93
H 0.90 -2.38 1.00
C -0.51 1.31 -0.35
N 1.29 -1.13 -0.51
H -0.91 1.64 0.59
H 1.57 0.19 -2.11
C 0.55 -1.48 0.45
C -1.22 -0.04 -0.58
H -0.91 -0.45 -1.61
C 1.43 0.06 -1.03
H 1.09 1.52 1.87
H -2.38 0.01 -0.53
H -1.42 -1.84 0.71
N 1.56 1.01 1.15
H -0.92 -0.44 1.42
H -0.32 2.00 -1.12
C -0.78 -1.00 0.59
C 0.96 1.02 0.06


Record 2
14
Properties=species:S:1:pos:R:3 method="wB97M-V/def2-TZVPD" orbital_gap_ev=10.623 de_lowest_ev=2.8628 total_charge=+1 lumo_ev=-4.46
H -1.10 1.46 0.28
C -0.71 -1.35 0.52
C -0.96 1.06 -0.68
H -0.53 1.82 -1.46
N 0.20 0.14 -0.39
Br 0.55 -2.73 0.54
H -1.43 -1.74 -0.24
H 1.96 -0.57 0.54
H -1.81 0.49 -1.19
Br -1.20 -0.62 2.11
H 2.17 1.01 -0.19
C 1.45 0.31 0.29
H 0.22 -0.16 -1.32
H 1.19 0.88 1.21


Record 3
11
Properties=species:S:1:pos:R:3 method="wB97M-V/def2-TZVPD" orbital_gap_ev=9.550 de_lowest_ev=0.5271 lumo_ev=0.84
H 2.31 -0.38 0.37
H 0.46 -2.20 -0.25
C 1.25 -0.24 0.17
H -1.48 -0.51 -1.21
H -1.75 -0.78 0.51
C -0.69 1.04 0.08
O -1.41 2.00 0.14
N 0.62 0.98 0.33
H 1.40 1.68 0.20
C -1.01 -0.43 -0.22
C 0.31 -1.14 -0.12


Record 4
146
Properties=species:S:1:pos:R:3 method="wB97M-V/def2-TZVPD" orbital_gap_ev=7.863 de_lowest_ev=12.1938 total_charge=+1 lumo_ev=-3.11
Cl -1.60 6.75 -4.29
H 5.50 -1.68 -1.24
H -0.83 -0.69 2.97
Cl -6.53 -2.37 1.21
H -1.83 -7.22 2.13
H 4.49 -4.63 2.14
C 4.03 -1.62 2.64
Cl -18.04 -0.40 4.40
Cl 14.51 -3.14 0.99
C -13.94 5.97 -7.21
Cl 0.01 6.54 -1.87
Cl 0.25 -3.91 -3.57
S -0.29 3.62 0.91
Cl 12.64 -1.74 2.73
Cl 5.25 4.53 -1.35
C 3.77 2.20 -5.27
H 4.91 -1.07 2.08
H 9.56 -5.74 2.63
C 1.13 0.21 -0.25
Cl -9.18 0.56 -2.71
H 6.29 -2.48 1.15
O 4.16 1.78 -0.77
Cl -15.97 -0.94 6.38
H 5.09 -3.41 3.81
H 3.01 -1.22 6.34
H 1.58 1.87 -1.91
Cl 3.73 0.54 -5.91
C 4.68 -2.31 3.97
C 5.50 -0.59 -0.80
Cl -12.38 6.19 -6.37
Cl 11.67 -3.08 0.34
C 2.92 -0.40 2.95
Cl -13.66 5.92 -8.97
C -5.41 -3.64 0.67
Cl -14.34 1.03 -4.60
Cl -7.94 -1.92 -1.82
Cl -10.98 1.54 2.65
Cl 3.03 -4.53 -4.15
Cl -5.48 -5.02 1.79
C 3.75 0.74 3.85
Cl -16.44 1.79 5.47
Cl -15.02 7.33 -6.82
H 8.04 -1.41 4.30
H 0.18 0.04 0.45
C 0.92 -2.64 0.54
Cl -13.20 0.96 0.86
H 2.20 1.11 1.78
C -0.17 -4.82 1.70
C -2.54 3.87 -6.77
Cl -13.58 2.76 3.12
Cl 5.09 2.34 -4.07
H 6.22 0.03 -1.51
Cl -2.94 12.05 -2.41
Cl -4.21 10.24 -4.30
C -16.42 0.07 4.98
H 6.62 -5.70 0.67
Cl 0.91 -5.72 -5.75
H 0.91 -0.49 -1.20
H 0.25 -2.37 -0.42
H 1.51 3.89 -0.75
S 3.83 0.24 -0.93
O -1.43 -6.95 1.24
C -12.78 1.68 -4.03
Cl -1.29 4.18 -2.97
Cl 6.55 6.89 -0.26
H 3.81 0.72 1.51
C -9.43 -0.94 -1.77
C 6.90 -4.77 1.35
Cl 2.22 2.58 -4.48
Cl -11.47 1.11 -5.09
C -0.48 5.71 -3.37
Cl -12.48 1.13 -2.36
H 1.86 -4.84 0.59
Cl -5.87 -4.18 -0.97
Cl -9.81 -0.53 -0.08
H 7.23 -2.90 3.40
C 7.06 -1.80 3.73
O 5.86 -1.60 4.54
C -2.84 10.45 -3.19
C 3.38 -2.73 1.58
H 1.25 -2.05 3.40
Cl 1.30 -6.56 -2.99
H 0.34 -4.70 -0.52
C 1.54 -0.90 3.62
H 6.99 -1.12 2.76
C 2.53 -0.38 0.34
C 1.29 3.01 0.02
H 6.02 -3.61 -0.39
Cl -11.97 3.60 0.85
O 9.07 -4.35 -0.51
S 8.73 -4.45 1.03
C -1.58 -5.49 1.13
H 3.79 -2.45 4.74
Cl 4.95 7.10 -2.68
N 2.83 0.30 1.61
H 5.99 -0.51 0.27
C 6.06 6.06 -1.76
H 3.52 1.81 3.37
Cl -2.07 5.25 -7.80
Cl 13.27 -0.66 0.10
Cl -1.31 10.32 -4.09
H 0.34 -2.19 1.45
C 4.40 -3.94 1.17
O 3.38 0.12 -2.40
H -1.86 -5.11 0.05
Cl -14.69 4.45 -6.68
H -0.49 -3.95 2.42
Cl 2.89 -2.80 -1.32
H 2.23 2.99 0.72
H 0.33 -5.65 2.38
C -12.44 2.22 1.87
Cl 0.97 5.37 -4.36
Cl -3.75 -3.00 0.63
Cl 1.79 1.73 5.84
C 3.46 0.94 5.40
H 3.32 0.19 7.53
C 1.37 -5.18 -4.12
H 0.16 4.59 1.83
Cl -10.78 -1.87 -2.47
Cl -2.89 9.18 -1.93
H 1.51 -0.89 4.81
Cl 7.51 5.73 -2.75
O 9.58 -5.83 1.61
C 13.02 -2.15 1.04
C 3.66 -0.27 6.47
O 9.29 -3.19 1.74
H -0.13 1.79 -1.20
H 4.02 -4.69 0.35
O 0.02 1.25 3.18
Cl -15.23 -0.16 3.68
C 5.93 -3.53 0.79
Cl -12.83 3.46 -4.05
C 2.48 -2.06 0.38
Cl -1.08 3.19 -5.99
H 6.65 -5.08 2.46
C 0.83 -4.31 0.47
H 4.90 0.59 3.57
H -2.51 -5.18 1.82
H 4.22 1.79 5.77
Cl -3.68 4.41 -5.52
C 1.02 1.68 -0.87
H 2.60 -3.29 2.29
Cl 4.06 3.35 -6.60
H 4.80 -0.57 6.67
C 0.17 -0.07 3.21
Cl -3.30 2.61 -7.78


Record 5
73
Properties=species:S:1:pos:R:3 method="wB97M-V/def2-TZVPD" s_squared=0.75 orbital_gap_ev="5.011 / 4.832" de_lowest_ev=5.3086 multiplicity=2 total_charge=+1 lumo_ev="-5.53 / -5.53"
C -2.31 4.25 -4.14
H -2.04 2.13 -3.85
H 3.94 -0.20 -0.08
O -0.74 3.58 0.42
H -2.03 -6.77 6.20
N 2.63 -0.95 -1.55
N 1.18 2.69 1.61
H 5.66 0.14 -2.16
C -1.44 -4.18 5.43
F -0.21 2.53 4.11
N 0.41 -2.20 -3.17
H -1.72 -2.08 5.10
H -1.58 -2.73 -0.74
C -0.49 -5.43 3.61
O 2.00 0.27 1.24
B 1.71 -1.72 -3.89
C -0.58 3.40 3.30
C -1.68 3.13 -3.62
N 2.73 -1.10 -2.88
F -0.01 4.50 3.27
C -1.56 -3.21 -2.93
C -0.58 3.31 -2.79
H -0.82 -7.53 5.16
H 1.41 -0.89 -4.70
F -1.70 3.28 2.78
C -0.99 -5.40 4.91
H -2.98 -2.29 1.73
C -0.55 -2.87 -3.82
C -0.43 -4.28 2.84
S -0.79 -1.60 2.40
C 3.94 -0.69 -3.28
C -1.38 -3.02 4.67
H -2.46 -3.75 -3.13
O -0.59 1.16 0.78
F 1.64 0.64 4.00
C -2.54 6.73 -4.43
C -1.85 5.53 -3.84
O 1.43 1.65 -3.10
O -0.65 0.83 -2.00
C 3.78 -0.40 -1.12
H 4.22 -0.79 -4.31
H -0.04 -4.30 1.83
H -0.39 6.67 -2.76
Ir 0.86 -0.81 -0.60
H -1.84 -4.14 6.43
H -0.13 -6.36 3.20
H -2.10 7.66 -4.07
O 0.93 2.31 -0.84
F 3.77 0.85 3.74
S 0.07 2.41 0.52
S 0.29 1.87 -2.30
H -3.17 4.12 -4.78
H -3.60 6.73 -4.18
H 0.77 4.70 -1.84
C -0.89 -3.09 3.38
C 2.60 1.41 3.50
C -0.75 5.68 -3.00
H -2.60 -0.58 1.32
C -2.54 -1.35 2.08
C -0.10 4.57 -2.48
H -0.43 -3.08 -4.87
O -0.22 -2.04 1.08
H -0.31 -6.58 6.56
H -2.46 6.72 -5.52
F 2.55 2.60 4.09
C -1.04 -6.64 5.75
H -3.03 -1.02 3.00
N 0.07 -2.12 -1.87
C 4.65 -0.24 -2.18
S 2.39 1.60 1.67
O 3.60 2.17 1.20
C -1.13 -2.70 -1.72
H 2.22 -2.69 -4.38


Record 6
18
Properties=species:S:1:pos:R:3 method="wB97M-V/def2-TZVPD" orbital_gap_ev=7.912 de_lowest_ev=3.1922 total_charge=+1 lumo_ev=-5.32
H 1.38 0.54 0.53
H -0.27 -1.53 -0.78
H 1.52 0.10 -2.23
H 1.98 -2.31 -0.76
C 0.80 0.34 1.44
H -2.73 1.53 2.24
H -3.08 2.60 0.75
N 1.47 -2.41 -1.57
C -2.40 1.94 1.30
H 2.11 -2.25 -2.35
H -0.81 0.56 2.62
C -1.18 1.61 0.84
H 1.16 -0.45 2.10
C 0.40 -1.43 -1.63
H -0.16 -1.51 -2.56
H -0.72 1.87 -0.13
N -0.36 0.84 1.69
O 0.89 -0.05 -1.51


Record 7
37
Properties=species:S:1:pos:R:3 method="wB97M-V/def2-TZVPD" orbital_gap_ev="6.915 / 6.882" lumo_ev="-0.63 / -0.71"
N -1.29 -0.14 -1.34
Cl 4.06 -4.46 3.35
H -3.94 -1.77 -2.36
O 1.84 -1.39 -1.17
C 3.21 -3.15 -0.35
C -0.77 2.77 -0.86
H -1.54 6.08 -1.00
H -3.61 5.17 -2.05
N 1.18 -0.69 1.34
O 0.25 2.06 -0.44
H -1.38 -2.27 -1.46
C -2.82 4.51 -1.72
C 2.10 -2.06 3.57
Pd 0.66 0.16 -0.67
C 1.22 -1.02 3.70
H 2.46 -2.59 4.44
C -3.16 -1.11 -2.06
C 0.78 -0.35 2.54
C -2.95 3.15 -1.87
C 3.74 -3.86 0.74
H 4.41 -4.69 0.55
H -4.13 0.76 -2.33
C -1.66 5.01 -1.13
C -1.90 -1.34 -1.61
C 3.41 -3.54 2.03
C -1.95 2.26 -1.46
H 0.87 -0.69 4.67
C 2.34 -2.08 -0.18
N -3.30 0.26 -2.06
H 0.24 4.55 -0.27
C 2.53 -2.46 2.29
H -3.85 2.77 -2.35
H 0.10 0.49 2.61
C -0.66 4.17 -0.72
Cl 3.66 -3.63 -1.94
C 2.03 -1.74 1.19
C -2.15 0.83 -1.62


Record 8
44
Properties=species:S:1:pos:R:3 method="wB97M-V/def2-TZVPD" s_squared=6.04 orbital_gap_ev="6.713 / 5.864" de_lowest_ev=1.8671 multiplicity=5 total_charge=+2 lumo_ev="-6.65 / -9.17"
H -0.87 -0.47 5.03
N -0.58 -0.24 1.21
C -0.83 -2.59 -1.33
O 0.21 -1.82 -1.03
C -0.59 0.95 1.97
H -0.41 5.48 -0.70
O 2.66 -0.41 0.03
N 4.12 1.32 -0.06
C -0.62 -1.56 3.17
H -0.56 -2.54 3.63
Cl -2.41 -0.43 -2.33
H 0.27 3.43 3.01
N -0.30 2.13 -0.09
C -2.96 -4.42 -1.77
C -0.56 0.85 3.38
H 4.40 2.20 -0.33
C -0.72 -0.41 3.97
H 2.39 2.24 -1.90
H -0.41 1.76 3.92
H 1.34 -0.55 -2.46
C -0.46 3.25 -0.81
H 4.57 1.08 0.80
C -3.16 -3.06 -2.00
C -2.08 -2.17 -1.85
H -0.62 3.11 -1.93
H 0.27 5.49 1.62
Pd -0.06 0.15 -0.67
H 3.37 0.84 -2.58
Cl -1.29 -6.60 -1.42
Cl -4.66 -2.45 -2.56
C 0.05 3.38 1.94
C -1.61 -4.90 -1.46
H 0.50 1.09 -2.85
C -0.33 4.52 -0.15
C -0.58 -4.01 -1.13
Cl 1.01 -4.42 -0.74
C 1.23 0.52 -2.26
C 3.09 0.61 -0.57
Cl -4.17 -5.55 -2.15
H -0.38 -2.26 1.09
C -0.28 2.20 1.25
C 2.54 1.12 -1.87
C -0.49 -1.44 1.80
C -0.03 4.56 1.19


Record 9
26
Properties=species:S:1:pos:R:3 method="wB97M-V/def2-TZVPD" s_squared=0.76 orbital_gap_ev="6.773 / 4.778" multiplicity=2 total_charge=+2 lumo_ev="-8.52 / -10.52"
H 3.60 -0.74 -1.93
H -1.78 4.67 -0.44
H 4.79 0.06 0.15
H -1.94 1.24 -1.98
C 1.70 -1.27 -0.95
N -0.40 -1.79 0.31
H 1.17 -0.92 2.51
C -2.06 1.33 -0.87
O -1.26 -0.13 1.74
H -4.18 2.67 -1.92
H 1.20 -1.61 -1.88
H 3.60 -0.07 2.46
C 3.06 -0.77 -0.96
C 0.99 -1.32 0.33
C 1.71 -0.89 1.53
S -3.04 4.36 0.03
H -2.52 -0.83 -1.19
C 3.76 -0.32 0.24
C -2.38 -0.13 -0.33
H -0.54 -2.60 0.92
H -1.14 1.80 -0.44
Ag 0.78 -4.06 0.81
H -3.32 -0.08 0.29
C 3.07 -0.40 1.54
C -1.28 -0.67 0.67
P -3.57 2.45 -0.64


Record 10
102
Properties=species:S:1:pos:R:3 method="wB97M-V/def2-TZVPD" orbital_gap_ev=5.204 de_lowest_ev=0.5211 lumo_ev=-2.13
C 4.25 0.04 -0.84
C -3.22 -4.66 1.67
S 2.86 -0.44 3.07
H 4.13 2.40 2.11
As 1.08 -1.01 2.28
C 3.80 4.19 0.94
H -4.49 -5.19 -0.71
H 6.10 -2.99 -3.67
H -2.36 -4.35 2.26
H -3.07 -5.70 1.35
Se 3.29 0.83 -2.19
H -4.11 -4.61 2.29
N 4.34 -1.28 -0.55
H -1.79 -0.61 -2.75
H 5.17 -3.59 0.97
H 4.68 -1.71 -5.26
H 3.38 -1.63 -4.08
H 4.82 6.06 1.40
C -4.86 0.88 -2.20
H -4.73 -3.51 -1.21
C 5.15 -1.47 0.56
C 5.58 -0.20 0.96
H 2.91 4.49 1.51
H 5.62 -1.46 -2.96
H -6.53 -1.09 3.64
C 5.51 -2.61 1.26
C -1.83 4.06 -0.05
H 3.18 -3.00 -0.52
H 1.11 5.16 -1.34
H 5.89 4.78 0.83
O -3.89 -1.16 -1.31
H -6.94 1.25 1.67
H 6.08 2.40 0.58
C 0.08 5.18 -1.01
H -2.17 0.92 -1.94
H -2.45 0.76 -3.66
O -4.84 -0.07 0.93
H -5.38 -1.53 -3.40
C 5.09 2.15 0.19
O -3.57 -2.43 0.98
C -6.10 1.32 2.36
C 6.74 -1.16 2.78
H -5.51 -2.08 2.58
H -0.22 7.23 -1.52
O -2.21 -0.21 0.56
C 4.66 -3.19 -2.10
H 5.01 2.55 -0.82
S 0.94 -0.33 0.13
C -2.11 -3.78 -0.40
C -2.58 5.22 -0.16
H -2.58 7.27 -0.76
H -4.39 0.22 4.26
S -0.08 -2.62 2.73
H -4.54 1.49 -1.35
H 7.36 -1.07 3.66
H -3.70 -1.97 -3.77
C -2.49 0.23 -2.71
C -2.00 6.36 -0.68
H 3.86 -3.19 -4.77
C -0.67 6.34 -1.11
H -3.43 -0.74 3.14
H -4.90 1.52 -3.08
H 4.13 -4.08 -2.45
H 6.61 -3.30 2.96
C 4.23 -2.23 -4.42
N 5.02 0.70 0.07
H -5.86 0.50 -1.99
S -2.51 2.57 0.55
H 3.04 2.19 0.75
H 3.59 4.44 -0.10
C 5.24 -2.43 -3.29
Si -3.68 -0.99 0.28
C -0.50 4.03 -0.47
H 2.91 -1.90 -1.88
H 6.69 0.96 2.40
Mo -0.84 0.94 0.86
H 5.46 -3.54 -1.45
C 6.37 -0.02 2.08
H -1.26 -3.43 0.19
C -5.27 0.04 2.30
H -1.89 -4.80 -0.75
C -3.37 -3.77 0.45
C 5.01 4.98 1.44
H -5.49 -4.11 0.27
H -4.43 -0.55 -4.53
C -4.38 -1.14 -3.61
H -3.48 1.03 2.99
H -3.62 5.23 0.17
S -0.42 1.11 2.93
H 5.24 4.72 2.47
C -3.90 -0.27 -2.45
C 3.68 -2.37 -1.26
C 6.31 -2.43 2.38
C 3.96 2.68 1.06
C -4.60 -4.17 -0.35
C -4.07 0.14 3.23
S 0.42 2.56 -0.32
H -6.48 1.48 3.37
H -5.48 2.17 2.08
H -2.24 -3.14 -1.27
H -6.94 -1.27 1.93
C -6.12 -1.18 2.64


Number 1: molar mass 109.152 g/mol. Number 2: molar mass 217.912 g/mol. Number 3: molar mass 83.090 g/mol. Number 4: molar mass 2629.410 g/mol. Number 5: molar mass 944.765 g/mol. Number 6: molar mass 103.145 g/mol. Number 7: molar mass 478.631 g/mol. Number 8: molar mass 600.025 g/mol. Number 9: molar mass 321.110 g/mol. Number 10: molar mass 1012.107 g/mol.